DFT (ωB97M-V/def2-TZVPD) results for a gas-phase ion, C6H12IN2 (charge +1).

Geometry as ORCA input:
```
! wB97M-V def2-TZVPD RIJCOSX def2/J DEFGRID3
* xyz 1 1
C 1.37 1.70 0.88
C -0.08 1.84 0.68
C -1.85 0.32 -0.55
C 2.11 0.47 0.29
C -1.43 -1.25 -1.04
C -0.82 0.90 0.14
N 1.32 -0.70 0.57
N -1.35 -2.19 -0.03
I 1.24 -1.17 2.59
H 1.99 2.48 0.72
H 1.29 1.70 1.96
H -0.56 2.68 1.21
H 1.59 -1.55 0.09
H -2.18 0.83 -1.41
H -2.72 0.03 0.05
H 2.23 0.74 -0.81
H 3.09 0.31 0.66
H -2.08 -1.43 -1.89
H -0.54 -0.92 -1.56
H -0.63 -2.18 0.66
H -2.22 -2.52 0.36
*
```

For the total energy, the calculation gives -17486.445 eV. The relative energy (zero: lowest compared OMol25 entry of this formula, charge and spin) is 3.4478 eV.

***

DFT (ωB97M-V/def2-TZVPD) results for 2 unconnected molecules or ions with the total composition C10H6F8O8PS.

Geometry as ORCA input:
```
! wB97M-V def2-TZVPD RIJCOSX def2/J DEFGRID3
* xyz -1 1
O 3.57 3.99 1.37
C 3.03 3.65 0.32
O 2.66 4.54 -0.56
C 2.74 2.18 -0.08
C 3.63 1.24 -0.56
P 5.45 1.34 -0.85
O 6.11 2.77 -0.34
O 5.87 0.97 -2.43
S 6.27 -0.06 0.26
C 2.91 -0.12 -0.84
O 3.35 -1.20 -1.01
O 1.53 0.23 -0.86
C 1.40 1.36 -0.06
O 0.46 1.72 0.59
H 7.03 2.54 -0.10
H 5.92 0.00 -2.44
C -2.36 -0.40 0.43
C -1.87 -1.85 0.23
C -2.43 -2.59 -0.98
F -3.77 -2.72 -0.93
F -1.92 -3.85 -1.03
F -2.08 -2.55 1.37
F -0.52 -1.78 0.08
O -3.42 -0.19 1.36
C -4.74 -0.37 0.92
C -5.43 -1.54 1.63
F -4.78 -2.70 1.44
F -6.69 -1.70 1.14
F -4.76 -0.49 -0.42
F -5.39 0.78 1.21
H -1.52 0.15 0.86
H -2.56 0.10 -0.52
H -2.16 -2.08 -1.91
H -5.50 -1.35 2.71
*
```

For the total energy, the calculation gives -68714.078 eV.

***

Number 1: HOMO energy -12.89 eV. Number 2: HOMO energy -5.22 eV.